The following is a DFT calculation (the ωB97M-V functional and the def2-TZVPD basis) of the molecule C4H9N3O in a non-equilibrium geometry.

Results
- energy relative to the best compared isomer or geometry (same formula, charge and spin) (kJ/mol) = 453.0
- F_max (eV/Å) = 4.4
- SMILES = CN1CC=[N+]([O-])[C@H]1N
- LUMO level (Eh) = 0.0345

```
! wB97M-V def2-TZVPD RIJCOSX def2/J DEFGRID3
* xyz 0 1
C 0.60 1.79 -0.53
N -0.10 0.59 0.08
C 0.48 0.21 1.37
C 0.27 -1.29 1.54
N -0.26 -1.81 0.48
O -0.63 -2.93 0.25
C -0.17 -0.52 -0.79
N -1.33 -0.46 -1.58
H 1.03 1.58 -1.50
H -0.25 2.52 -0.74
H 1.41 2.27 0.07
H -0.01 0.86 2.00
H 1.48 0.58 1.36
H 0.62 -1.74 2.37
H 0.66 -0.74 -1.42
H -1.91 -1.28 -1.50
H -1.90 0.37 -1.47
*
```

Atomic partial charges in e from the Löwdin method, atoms 1 to 4: -0.048, -0.176, -0.155, -0.010